Below is a molecular structure, C20H29B2BrCoF4N9O8, with properties calculated with ωB97M-V with the def2-TZVPD basis set.

The geometry in ORCA input format:
```
! RIJCOSX wB97M-V def2-TZVPD def2/J DEFGRID3
* xyz 1 2
Co 0.41 -0.18 0.42
C 1.27 -2.05 -3.21
C 1.23 -1.20 -1.99
N 0.15 -0.78 -1.44
O -0.99 -1.24 -1.95
B -2.37 -1.05 -1.42
F -3.11 -0.19 -2.19
F -2.97 -2.27 -1.25
O -2.30 -0.50 0.06
N -1.40 0.36 0.41
C -1.61 1.76 -0.03
C -2.99 2.22 0.39
C -0.42 2.50 0.57
N 0.60 1.74 0.63
O 1.72 2.19 1.23
B 3.02 1.76 0.55
F 4.02 2.32 1.26
F 2.92 2.10 -0.79
O 3.17 0.25 0.64
N 2.21 -0.32 -0.10
C 2.45 -0.81 -1.26
C 3.81 -0.93 -1.84
C -0.46 3.92 0.97
H 0.34 -1.98 -3.76
H 1.43 -3.09 -2.91
H 2.10 -1.75 -3.85
H -3.73 1.71 -0.22
H -3.10 3.29 0.25
H -3.14 1.97 1.44
H 4.54 -0.45 -1.19
H 3.84 -0.47 -2.83
H 4.06 -1.99 -1.96
H -1.11 4.05 1.84
H -0.88 4.52 0.16
H 0.54 4.27 1.22
N 0.72 -0.29 2.41
C -0.34 -1.22 2.88
C -0.23 -1.63 4.35
C -1.51 -1.38 5.16
C -2.54 -2.51 5.05
N -2.88 -2.85 3.68
C -3.88 -2.39 2.95
N -4.85 -1.63 3.48
N -3.92 -2.69 1.65
C -0.34 -2.37 1.84
O -0.82 -3.47 2.10
O 0.20 -2.07 0.71
H 1.64 -0.72 2.52
H 0.75 0.60 2.90
H -1.29 -0.69 2.74
H 0.59 -1.08 4.81
H 0.04 -2.69 4.42
H -1.95 -0.43 4.86
H -1.26 -1.28 6.22
H -3.44 -2.29 5.63
H -2.12 -3.41 5.49
H -2.12 -3.28 3.14
H -4.92 -1.54 4.48
H -5.70 -1.50 2.96
H -3.10 -3.09 1.21
H -4.55 -2.20 1.03
Br 2.13 0.97 -5.57
C 0.48 1.78 -5.15
C -0.32 2.28 -6.17
N -1.47 2.89 -5.94
C -1.87 3.04 -4.68
C -1.14 2.54 -3.60
C 0.07 1.90 -3.83
C -1.64 2.78 -2.23
O -2.21 3.77 -1.85
O -1.36 1.71 -1.44
H -0.01 2.18 -7.20
H -2.80 3.56 -4.52
H 0.68 1.54 -3.01
*
```

The value obtained for the energy relative to the best compared isomer or geometry (same formula, charge and spin) is 0.0 kcal per mole. The maximum force comes out at 0.8 eV/Å. As for the highest occupied orbital energy (spin up / spin down): -11.7 / -11.7 eV. The value obtained for the gap between HOMO and LUMO (spin up / spin down) is 8.327 / 7.147 eV. Its expectation value of S² is 0.769. For the molar mass, the calculation gives 759.96 g mol⁻¹. For the LUMO energy (spin up / spin down), the calculation gives -0.1238 / -0.1671 hartree.

Mulliken atomic charge list, values in e, 8 entries:
1 Co -2.08
2 C -1.87
3 C 0.20
4 N 1.62
5 O -0.60
6 B 0.43
7 F -0.31
8 F -0.34